Entry 1:
The following is a quantum chemistry calculation of C6H14O in the gas phase, from the OMol25 dataset.

The geometry in XYZ format:
```
21
Properties=species:S:1:pos:R:3:forces:R:3:mulliken_charge:R:1
C -1.57085 -0.63970 -1.12117 -0.001 -0.020 -0.061 -1.471
C -1.11556 -0.31086 0.30237 0.018 -0.008 -0.003 0.786
C -2.23141 0.40652 1.06250 -0.038 0.029 0.041 -1.521
C 0.16893 0.52966 0.31396 0.024 0.024 -0.004 -1.053
C 1.38970 -0.19147 -0.24420 -0.056 0.272 -0.148 0.438
C 2.64721 0.67268 -0.21819 0.017 0.031 0.000 -1.416
O 1.56027 -1.36329 0.54358 0.112 -0.212 -0.030 -0.540
H -2.49596 -1.22729 -1.10923 0.130 0.085 0.011 0.409
H -0.82129 -1.21981 -1.67063 -0.121 0.081 0.087 0.348
H -1.76847 0.28000 -1.68858 0.032 -0.116 0.085 0.302
H -0.89186 -1.25281 0.81904 -0.048 0.141 -0.064 0.238
H -3.14585 -0.19774 1.08001 0.131 0.087 0.000 0.402
H -2.47661 1.36552 0.58724 0.047 -0.123 0.052 0.324
H -1.94242 0.61048 2.10020 -0.028 -0.027 -0.157 0.373
H 0.39928 0.82740 1.34707 -0.033 -0.032 -0.139 0.422
H 0.01467 1.45254 -0.26415 -0.007 -0.104 0.094 0.400
H 1.18920 -0.47924 -1.28713 0.008 0.022 0.099 0.171
H 2.87133 0.99337 0.80486 -0.056 -0.050 -0.123 0.324
H 2.52127 1.56180 -0.84581 -0.003 -0.102 0.088 0.337
H 3.51459 0.11782 -0.59869 -0.168 0.066 0.064 0.386
H 2.18385 -1.93558 0.08692 0.039 -0.042 0.106 0.341
```
Forces are in eV/Å.

Its SMILES is CC(C)C[C@@H](C)O. Its strongest force on any atom is 0.31 eV/Å. The molecular weight comes out at 102.2 g/mol. The value obtained for the gap between HOMO and LUMO is 11.189 eV. Its charge is 0. As for the LUMO energy: 1.0 eV. For the energy above the lowest of the compared OMol25 structures with the same formula, charge and spin, the calculation gives 2.92 kcal/mol. The calculation puts the HOMO energy at -10.23 eV.

Entry 2:
The following is a quantum chemistry calculation of C6H14O in the gas phase in a non-equilibrium geometry, from the OMol25 dataset.

The geometry in XYZ format:
```
21
Properties=species:S:1:pos:R:3:forces:R:3:mulliken_charge:R:1
C -2.43524 -0.06117 -1.45186 2.240 -0.036 -0.198 -1.097
C -1.35492 1.02029 -1.07276 -0.211 0.118 -0.251 -0.462
C -0.88668 0.90464 0.37499 0.524 -0.198 1.823 -1.014
C 0.60884 0.57130 0.59780 -0.669 0.823 -1.063 -0.586
C 1.06131 -0.74291 -0.11743 0.011 0.855 1.545 -0.175
C 2.02056 -1.36506 0.92732 -1.756 -0.984 0.064 -0.722
O 3.08280 -0.49212 1.11099 1.744 -0.008 -0.633 -0.561
H -2.30810 -0.43967 -2.48252 -0.467 0.667 0.220 0.299
H -3.43617 0.26074 -1.21414 -0.277 -0.058 -0.048 0.321
H -2.13464 -0.92794 -0.86597 -0.545 -0.201 0.260 0.296
H -0.45322 0.99240 -1.71421 -0.522 -0.350 0.072 0.306
H -1.74220 2.02808 -1.22095 -0.214 -0.006 -0.135 0.386
H -1.45448 0.15813 0.97027 -0.005 0.085 -0.665 0.415
H -0.99823 1.80038 1.01028 -0.458 0.149 -0.696 0.356
H 0.73903 0.52393 1.67795 0.011 -0.480 0.150 0.441
H 1.17021 1.49288 0.36887 0.173 -0.560 -0.529 0.267
H 1.53745 -0.58470 -1.09462 -0.087 -0.022 0.357 0.333
H 0.12919 -1.30879 -0.23630 0.430 -0.374 -0.120 0.176
H 1.42218 -1.47446 1.85616 0.291 -0.006 -0.314 0.339
H 2.32428 -2.41166 0.68179 0.388 0.906 -0.071 0.346
H 3.10803 0.05571 1.89435 -0.601 -0.322 0.232 0.333
```
Forces are in eV/Å.

Its SMILES is CCCCCCO. Its strongest force on any atom is 2.25 eV/Å. The molecular weight comes out at 102.2 g/mol. The value obtained for the gap between HOMO and LUMO is 11.041 eV. Its charge is 0. As for the LUMO energy: 1.0 eV. For the energy above the lowest of the compared OMol25 structures with the same formula, charge and spin, the calculation gives 30.81 kcal/mol. The calculation puts the HOMO energy at -10.08 eV.

Entry 3:
The following is a quantum chemistry calculation of 2 unconnected molecules or ions with the total composition C6H14O, from the OMol25 dataset.

The geometry in XYZ format:
```
21
Properties=species:S:1:pos:R:3:forces:R:3:mulliken_charge:R:1
C -0.08448 -2.10354 -1.00093 -0.446 -0.114 0.276 -0.966
C -0.29079 -1.39016 0.10158 -0.195 -0.224 -0.133 -0.361
C -0.98827 -0.05406 0.11097 -0.136 0.012 -0.030 -0.441
C -0.48386 0.94697 1.15355 0.019 -0.029 0.045 -0.495
C -1.37030 2.18169 1.20342 -0.105 -0.330 -0.329 -0.524
O -0.87921 3.04334 2.21133 -0.129 0.282 0.082 -0.502
H -0.35135 -1.72758 -1.98864 -0.139 -0.056 0.244 0.371
H 0.47372 -3.03684 -1.00134 -0.251 0.078 0.159 0.358
H 0.08204 -1.77390 1.05325 -0.170 0.081 -0.093 0.314
H -2.05501 -0.23706 0.29953 0.050 0.071 0.000 0.374
H -0.92695 0.39633 -0.89079 -0.030 -0.131 0.151 0.301
H -0.48083 0.49071 2.15153 0.010 0.023 -0.134 0.320
H 0.54644 1.25787 0.93939 -0.137 -0.079 0.013 0.268
H -1.37068 2.68031 0.21969 0.032 -0.057 0.160 0.305
H -2.40949 1.87524 1.41259 0.187 0.060 0.011 0.307
H -1.45909 3.81278 2.25387 0.157 -0.092 0.055 0.306
C 2.38098 -1.09066 -1.89075 0.215 0.186 0.032 -0.818
H 2.14643 -1.80486 -2.68980 -0.068 0.129 0.301 0.261
H 3.33453 -1.35944 -1.43949 0.192 0.187 -0.203 0.316
H 2.38763 -0.08469 -2.30924 0.326 -0.005 -0.060 0.275
H 1.63195 -1.10426 -1.10015 0.619 0.008 -0.548 0.032
```
Forces are in eV/Å.

Its SMILES is C=CCCCO.C. Its strongest force on any atom is 0.83 eV/Å. The molecular weight comes out at 102.2 g/mol. The value obtained for the gap between HOMO and LUMO is 10.217 eV. Its charge is 0. As for the LUMO energy: 1.0 eV. For the energy above the lowest of the compared OMol25 structures with the same formula, charge and spin, the calculation gives 40.33 kcal/mol. The calculation puts the HOMO energy at -9.27 eV.

Short version: calculated total energy = -312.25038; -312.20594; -312.19077 Eh, in the order given.